Molecular formula: C17H16ClNO2
Method: DFT, wB97M-V/def2-TZVPD

LUMO energy: 0.7 eV
Structure (SMILES): Cc1ccc(NC(=O)[C@H]2OCCc3ccccc32)cc1Cl

Geometry as XYZ:
```
37
Properties=species:S:1:pos:R:3:lowdin_charge:R:1
C -3.730 -2.901 3.925 -0.081
C -2.906 -2.013 3.049 -0.308
C -1.750 -1.398 3.512 -0.043
C -0.991 -0.577 2.701 -0.021
C -1.374 -0.345 1.382 -0.209
N -0.572 0.485 0.599 0.155
C -0.779 0.933 -0.660 -0.398
O -1.715 0.656 -1.375 0.083
C 0.368 1.839 -1.148 -0.184
O 1.033 2.386 -0.026 -0.105
C 2.342 2.828 -0.310 -0.182
C 3.234 1.644 -0.671 -0.106
C 2.620 0.910 -1.830 -0.172
C 3.400 0.149 -2.691 -0.039
C 2.833 -0.502 -3.770 -0.082
C 1.473 -0.382 -4.008 -0.072
C 0.688 0.378 -3.163 -0.017
C 1.253 1.017 -2.065 -0.109
C -2.526 -0.951 0.893 -0.029
C -3.268 -1.767 1.726 -0.604
Cl -4.697 -2.504 1.088 0.711
H -3.294 -2.974 4.918 0.075
H -3.799 -3.899 3.494 0.076
H -4.743 -2.511 4.011 0.076
H -1.440 -1.566 4.533 0.111
H -0.098 -0.110 3.090 0.111
H 0.237 0.888 1.060 0.142
H -0.090 2.648 -1.742 0.174
H 2.685 3.330 0.597 0.128
H 2.327 3.553 -1.136 0.137
H 4.238 1.987 -0.924 0.122
H 3.312 0.975 0.192 0.128
H 4.463 0.072 -2.507 0.112
H 3.451 -1.093 -4.429 0.102
H 1.025 -0.880 -4.854 0.104
H -0.372 0.472 -3.338 0.113
H -2.836 -0.778 -0.124 0.099
```